Formula: C48H49N5O2S2Ti
Source: the OMol25 dataset
Level of theory: ωB97M-V with the def2-TZVPD basis set

Structure (XYZ):
```
107
Properties=species:S:1:pos:R:3:forces:R:3
Ti -0.6448 0.3485 0.9323 -0.21 -0.47 -0.24
S -2.0718 1.8142 -0.0096 -0.13 0.03 0.22
C -3.2366 0.5674 0.4536 0.06 0.19 -0.18
N -4.1361 0.2158 -0.5754 -0.03 -0.05 -0.02
C -4.8429 -1.0399 -0.3808 0.04 0.04 -0.07
C -5.3832 -1.1186 1.0328 0.06 0.07 0.11
N -4.2693 -0.9979 1.9582 -0.12 -0.10 -0.03
C -4.1871 -2.0082 3.0000 0.00 0.03 -0.01
C -4.0114 -3.4043 2.4434 0.07 0.02 -0.01
C -3.0342 -3.6640 1.4837 -0.02 -0.02 0.05
C -2.8757 -4.9449 0.9788 0.01 0.00 0.00
C -3.6868 -5.9802 1.4283 0.01 0.00 -0.02
C -4.6585 -5.7285 2.3831 -0.01 0.01 0.03
C -4.8196 -4.4431 2.8851 0.00 -0.02 -0.01
C -3.2616 -0.1119 1.6642 0.10 -0.04 0.20
S -1.9630 0.0726 2.8077 0.01 0.09 -0.05
C -4.9749 1.2903 -1.1005 -0.02 -0.01 -0.01
C -5.3150 1.0582 -2.5515 0.05 0.01 0.01
C -6.6300 1.0102 -2.9899 -0.01 0.01 0.00
C -6.9210 0.7979 -4.3329 0.00 0.00 0.01
C -5.8925 0.6272 -5.2445 0.00 0.00 -0.01
C -4.5715 0.6718 -4.8118 0.00 0.00 0.00
C -4.2854 0.8859 -3.4744 -0.03 -0.01 0.00
H -4.1584 -1.8754 -0.5405 0.00 -0.03 -0.01
H -5.6392 -1.1075 -1.1219 0.00 0.00 0.00
H -5.8779 -2.0735 1.2110 0.00 -0.01 -0.02
H -6.1144 -0.3199 1.2072 0.00 0.01 0.00
H -5.0972 -1.9692 3.6060 -0.01 0.00 -0.02
H -3.3589 -1.7594 3.6602 0.00 -0.01 -0.01
H -2.3940 -2.8629 1.1283 -0.02 0.02 0.00
H -2.1161 -5.1274 0.2298 -0.01 -0.01 0.01
H -3.5639 -6.9791 1.0300 0.01 0.00 0.00
H -5.2966 -6.5293 2.7340 0.00 0.00 0.00
H -5.5857 -4.2427 3.6259 -0.01 -0.01 0.00
H -4.4222 2.2240 -0.9979 -0.02 0.01 -0.01
H -5.8982 1.3980 -0.5119 0.00 -0.01 0.00
H -7.4355 1.1401 -2.2755 0.00 0.00 0.00
H -7.9515 0.7604 -4.6621 0.00 0.00 0.00
H -6.1157 0.4584 -6.2900 0.00 0.00 0.00
H -3.7646 0.5410 -5.5215 0.00 0.00 0.00
H -3.2582 0.9191 -3.1288 0.00 0.00 0.00
C 1.1344 -2.3897 4.2872 0.00 0.00 0.00
C 1.3475 -0.8804 4.1710 -0.01 0.02 0.02
C 2.4945 -0.5023 3.2732 0.03 -0.01 -0.01
C 3.6824 -0.0412 3.8229 0.01 -0.01 0.00
C 4.7636 0.2985 3.0220 0.00 0.00 0.01
C 4.6686 0.1558 1.6514 0.01 -0.01 0.00
C 3.4980 -0.3095 1.0554 -0.03 0.01 -0.05
C 3.4612 -0.4464 -0.4493 0.00 0.01 -0.01
C 4.1651 -1.7095 -0.9503 0.01 0.00 0.00
C 2.4109 -0.6240 1.8799 -0.05 0.04 0.03
N 1.1686 -0.9796 1.2627 0.10 -0.20 0.08
C 1.1094 -2.1146 0.6463 0.13 0.09 0.27
C 0.0222 -2.3546 -0.2200 -0.27 -0.03 -0.05
C -0.2599 -3.3485 -1.1497 0.17 0.08 0.06
C -1.3514 -2.8820 -1.8941 -0.08 -0.03 -0.03
C -1.6895 -1.6386 -1.3745 -0.01 0.00 -0.04
N -0.8727 -1.3132 -0.3477 0.18 0.33 0.06
H 0.3338 -2.6108 4.9945 0.00 0.00 0.00
H 2.0415 -2.8875 4.6345 0.00 0.00 0.00
H 0.8540 -2.8268 3.3286 0.00 0.00 -0.01
H 1.5390 -0.4659 5.1632 0.00 0.00 0.00
H 0.4344 -0.4076 3.8122 0.00 -0.02 -0.02
H 3.7528 0.0640 4.8993 0.00 0.00 0.00
H 5.6741 0.6760 3.4695 0.00 0.01 0.00
H 5.5064 0.4199 1.0152 0.00 0.00 0.00
H 3.9705 0.4160 -0.8819 0.00 0.01 0.00
H 2.4329 -0.4151 -0.8124 0.03 0.00 -0.01
H 5.1994 -1.7367 -0.6032 0.00 0.00 0.00
H 4.1742 -1.7384 -2.0406 -0.01 0.00 0.00
H 3.6776 -2.6181 -0.5941 -0.01 -0.01 0.01
H 1.9063 -2.8476 0.7558 0.03 0.01 -0.04
H 0.2887 -4.2680 -1.2842 0.00 0.00 -0.01
H -1.8313 -3.3736 -2.7246 -0.02 -0.01 0.01
H -2.4625 -0.9594 -1.6967 -0.03 0.00 0.01
C 4.1940 2.6992 -5.3713 0.00 0.01 -0.01
C 4.6000 2.7480 -3.9214 -0.01 -0.01 0.02
C 5.9471 2.6441 -3.5889 0.01 0.00 0.01
C 6.3515 2.6655 -2.2646 0.00 0.00 -0.01
C 5.4164 2.7916 -1.2531 0.00 -0.01 0.01
C 4.0657 2.9200 -1.5708 0.02 0.03 -0.01
N 3.0651 2.9870 -0.5885 -0.06 -0.04 -0.03
C 3.1888 3.3720 0.7256 0.02 0.00 0.00
C 4.1837 4.2710 1.1380 0.01 0.03 0.02
C 4.2914 4.6525 2.4589 -0.01 -0.01 -0.01
C 3.4130 4.1672 3.4249 0.00 0.00 -0.01
C 2.4086 3.3121 3.0292 -0.01 -0.01 0.04
C 2.2742 2.9114 1.6977 0.01 0.01 -0.02
C 1.1679 1.9991 1.3895 -0.02 -0.03 -0.11
O 0.4205 1.5440 2.3049 -0.05 -0.07 -0.01
O 0.8831 1.6044 0.2034 0.11 0.09 -0.04
C 3.6467 2.8979 -2.9098 0.01 0.00 -0.01
C 2.1768 3.0135 -3.2151 -0.01 0.00 0.01
H 5.0653 2.5414 -6.0049 0.00 0.00 0.00
H 3.7169 3.6294 -5.6864 0.00 0.00 0.00
H 3.4870 1.8904 -5.5637 0.00 0.00 0.00
H 6.6820 2.5352 -4.3769 0.00 0.00 -0.01
H 7.4003 2.5662 -2.0154 0.00 0.00 0.00
H 5.7281 2.7620 -0.2185 0.00 -0.01 0.00
H 2.2214 2.4659 -0.7874 0.01 0.00 0.02
H 4.8553 4.6879 0.4020 0.00 0.00 0.00
H 5.0683 5.3530 2.7394 0.00 0.00 0.00
H 3.5075 4.4671 4.4591 0.00 0.00 0.00
H 1.6939 2.9249 3.7428 0.00 0.00 0.00
H 1.7186 3.8058 -2.6209 0.00 0.00 0.00
H 1.6419 2.0874 -2.9767 0.01 0.00 0.00
H 1.9960 3.2294 -4.2646 0.00 0.00 0.00
```
Positions in Å, forces in eV/Å.

Output
- gap between HOMO and LUMO (alpha / beta) (eV) = 6.92 / 6.92
- total charge = 0
- 2S+1 = 1

---

Formula: C22H18BrF6IrN4OS
Source: the OMol25 dataset
Level of theory: ωB97M-V with the def2-TZVPD basis set

Structure (XYZ):
```
54
Properties=species:S:1:pos:R:3:forces:R:3
Ir -0.5552 -0.3146 -0.2628 -0.34 -0.12 -0.59
C -1.2050 -1.2500 -4.3993 0.03 0.02 -0.04
C -1.2267 -0.6490 -3.0344 0.12 -0.38 0.01
N -0.7789 -1.3636 -1.9506 -0.20 -0.11 -0.20
N -0.4086 -2.6528 -2.2050 0.02 -0.02 0.00
C -0.3513 -3.4938 -1.2433 0.01 -0.18 -0.10
N 0.0362 -4.7902 -1.5270 -0.05 0.19 -0.02
S -0.7353 -3.2373 0.4663 0.00 -0.28 0.14
C -1.7630 0.6131 -2.7725 -0.16 0.36 0.10
C -2.4135 1.4394 -3.7341 0.12 -0.22 0.06
C -3.0599 2.5683 -3.3313 -0.07 0.13 0.18
C -3.0903 2.9088 -1.9609 -0.05 0.01 -0.21
C -2.4102 2.1072 -1.0795 0.12 -0.10 0.13
N -1.7235 1.0215 -1.4558 0.01 0.07 -0.05
H -0.3841 -1.9559 -4.4877 0.01 0.01 0.01
H -1.0911 -0.4773 -5.1569 -0.02 0.01 -0.01
H -2.1278 -1.7979 -4.6099 -0.01 -0.02 0.03
H -0.1104 -5.0908 -2.4773 0.00 -0.02 0.00
H -0.1031 -5.4766 -0.8065 -0.01 0.02 0.01
H -2.4200 1.1489 -4.7742 0.02 -0.01 0.00
H -3.5683 3.1874 -4.0582 0.00 0.02 0.00
H -3.6244 3.7743 -1.5991 -0.01 0.01 -0.02
H -2.3899 2.3291 -0.0188 -0.02 -0.02 -0.17
Br -2.4087 -0.5992 1.7804 -0.02 0.07 0.08
C -0.8972 -1.0143 2.8909 0.00 0.01 -0.02
C -1.0319 -0.7233 4.2306 0.04 -0.01 0.07
C 0.0853 -0.8568 5.0544 -0.04 0.01 -0.04
C 1.2908 -1.2306 4.5111 -0.03 -0.01 -0.03
C 1.4158 -1.5328 3.1427 -0.03 0.00 0.10
C 2.6927 -1.8443 2.5921 0.04 0.01 0.03
C 2.8374 -2.0835 1.2320 0.00 -0.09 -0.09
C 1.7536 -2.1041 0.3973 0.07 -0.01 0.00
C 0.3902 -1.8082 0.8455 0.02 0.21 -0.04
C 0.2803 -1.4721 2.3024 -0.05 0.00 0.00
H -1.9747 -0.3698 4.6216 -0.01 0.01 0.00
H 0.0043 -0.6292 6.1085 -0.01 0.01 0.01
H 2.1749 -1.2852 5.1333 0.01 -0.01 0.01
H 3.5501 -1.8521 3.2511 0.01 -0.01 0.01
H 3.8218 -2.2833 0.8286 0.01 0.00 -0.02
H 1.8805 -2.3563 -0.6483 0.03 0.05 -0.02
C 1.0645 2.9144 -0.7921 0.02 -0.03 -0.03
C 1.2237 2.1497 0.5163 -0.01 -0.17 0.08
O 0.8184 0.8310 0.5006 0.51 0.42 0.53
C 2.7375 2.0740 0.8508 -0.01 0.05 0.02
F 3.3023 3.2927 0.9146 0.02 0.08 0.01
F 3.3774 1.3943 -0.1108 -0.02 -0.02 -0.05
F 2.9871 1.4596 2.0086 -0.03 -0.03 0.03
C 0.4605 2.8571 1.6543 0.08 0.00 0.01
F -0.8539 2.9075 1.3545 0.05 0.05 0.07
F 0.5635 2.2179 2.8211 0.00 0.02 0.00
F 0.8712 4.1201 1.8377 -0.02 0.07 0.03
H 1.5250 2.3323 -1.5889 -0.01 -0.01 0.00
H 1.5454 3.8893 -0.7374 0.01 0.00 0.01
H 0.0166 3.0570 -1.0247 -0.15 -0.02 -0.02
```
Positions in Å, forces in eV/Å.

Output
- gap between HOMO and LUMO (alpha / beta) (eV) = 6.37 / 7.01
- total charge = 0
- 2S+1 = 5

---

Formula: C21H52O17P4Tl
Source: the OMol25 dataset
Level of theory: ωB97M-V with the def2-TZVPD basis set

Structure (XYZ):
```
95
Properties=species:S:1:pos:R:3:forces:R:3
Tl 1.0676 0.5916 1.4953 -0.56 -0.90 -0.01
C -0.6522 -3.4740 4.3487 -0.06 0.40 0.12
C -1.2094 -2.7379 3.1398 2.07 1.41 -1.29
C -2.5157 -2.1006 3.4654 -1.37 0.86 0.11
O -0.3159 -1.8665 2.4612 -0.93 -0.76 0.94
H -1.4574 -4.1315 4.6765 0.19 -0.49 0.27
H -0.4343 -2.7902 5.1691 0.09 0.19 0.04
H 0.2641 -4.0098 4.1012 -0.13 -0.12 -0.02
H -1.5102 -3.5383 2.4638 -0.04 -0.74 -0.64
H -3.2439 -2.8399 3.7989 -0.21 -0.20 0.19
H -2.9431 -1.6236 2.5835 0.06 -0.03 -0.31
H -2.5058 -1.2960 4.2007 0.46 0.01 0.36
P 3.5263 1.3680 3.4258 -1.58 1.56 -0.36
O 3.3895 -0.1423 3.0824 1.14 2.76 0.82
O 2.1631 1.8648 3.9949 -0.05 -1.10 1.88
O 3.3407 2.2821 2.1529 1.83 -0.82 -0.94
O 4.6076 2.1945 4.1974 -1.04 -2.17 -1.08
C -3.1828 5.0356 -1.3650 0.18 -0.90 -0.16
C -2.5051 4.0142 -0.4175 0.18 1.63 -0.31
O -3.4404 2.9700 -0.2000 -0.43 -0.96 1.17
P -3.1491 1.8789 0.9595 2.02 -0.75 0.20
O -1.7549 1.2759 0.8576 -3.41 1.21 0.21
O -4.3640 0.8558 0.7519 1.09 0.41 -0.12
C -5.7654 1.0783 1.0472 1.32 0.93 0.51
C -6.5441 0.2457 0.1242 -0.91 -1.40 -0.19
O -3.4428 2.6435 2.3666 -0.40 -0.24 -0.93
C -3.0283 1.9993 3.6178 0.83 -0.11 -0.25
C -2.5907 3.0278 4.6185 0.55 1.50 -0.26
H -3.1371 4.6829 -2.3953 -0.20 -0.17 -0.04
H -4.2271 5.0864 -1.0570 0.00 0.23 -0.09
H -2.7488 6.0350 -1.3940 0.18 -0.12 0.47
H -1.5629 3.6156 -0.7937 -0.08 -0.07 -0.11
H -2.2919 4.5469 0.5092 0.02 -0.24 0.27
H -5.8724 0.8265 2.1023 -0.37 0.01 -0.04
H -6.0147 2.1277 0.8897 0.15 0.15 0.15
H -6.4471 -0.8154 0.3541 0.35 -0.09 -0.02
H -7.6070 0.4237 0.2878 -0.10 0.34 -0.35
H -6.2392 0.3827 -0.9132 -0.21 0.22 0.06
H -3.8316 1.4125 4.0631 -0.13 -0.25 -0.57
H -2.1684 1.4052 3.3084 -0.13 -0.53 0.52
H -1.7919 3.6390 4.1985 0.19 -0.10 -0.22
H -3.3582 3.7664 4.8497 -0.38 -0.25 0.12
H -2.1633 2.6590 5.5509 -0.33 -0.54 -0.13
C 0.9817 -4.3705 -4.0765 1.00 -0.03 -0.85
C -0.1463 -3.3855 -3.8042 0.54 -1.23 -1.00
O 0.3102 -2.5138 -2.8081 -1.26 1.41 1.61
P -0.6765 -1.5330 -1.9615 1.19 0.99 -0.10
O 0.0743 -0.7979 -0.9027 -1.37 -1.29 -1.64
O -1.3716 -0.5357 -3.0768 2.15 -2.43 0.31
C -2.1620 0.5083 -2.6708 -2.74 2.09 -0.08
C -3.6898 0.0805 -2.7523 1.23 0.37 0.18
O -1.8887 -2.5086 -1.5999 0.50 0.69 0.00
C -2.3088 -2.4531 -0.2364 -1.41 -0.28 2.31
C -3.7916 -2.8931 -0.0641 0.98 0.19 -0.59
H 0.7028 -5.2662 -4.6315 -0.52 0.30 -0.45
H 1.7326 -3.8321 -4.6547 0.28 -0.25 -0.06
H 1.5104 -4.8330 -3.2430 -0.37 0.66 0.65
H -0.3247 -2.7441 -4.6673 -0.21 -0.41 -0.36
H -1.0064 -4.0335 -3.6356 -0.55 0.79 0.86
H -1.8693 1.0091 -1.7479 -0.03 -0.87 0.67
H -2.0180 1.3498 -3.3483 0.05 -0.18 -0.65
H -3.8546 -0.7095 -2.0196 -0.20 -0.08 -0.25
H -4.4231 0.8715 -2.5951 0.37 0.35 0.42
H -3.8975 -0.2407 -3.7730 0.20 -0.48 0.06
H -1.6503 -3.0411 0.4028 0.08 -0.27 -0.30
H -2.2365 -1.4720 0.2330 0.35 0.38 -0.53
H -4.0043 -3.1275 0.9789 0.26 -0.14 -0.02
H -4.4639 -2.0768 -0.3282 -0.03 -0.05 -0.25
H -3.9750 -3.7590 -0.7002 -0.24 -0.08 0.09
C 5.8658 4.1864 -2.4893 0.83 0.22 1.32
C 5.9711 2.6896 -2.2196 -0.96 0.44 -1.88
O 4.7801 2.3286 -1.4931 0.15 -2.00 0.65
P 4.5610 0.7425 -1.1262 -0.97 0.49 0.74
O 3.2554 0.4259 -0.4379 2.73 0.66 -1.37
O 4.7629 0.0303 -2.5709 0.49 -0.51 0.86
C 5.0159 -1.4269 -2.5878 -0.26 0.16 0.55
C 3.7010 -2.1899 -2.5692 -0.24 0.35 -0.31
O 5.9304 0.3769 -0.3302 -1.78 0.21 -0.79
C 5.8593 -0.2702 0.9588 1.38 0.19 0.71
C 7.2392 -1.0007 1.0658 -1.39 -0.18 0.09
H 6.1091 4.6544 -1.5355 -0.41 0.34 0.18
H 6.6625 4.5719 -3.1255 -0.14 -0.34 -0.47
H 4.8812 4.5320 -2.8045 0.12 -0.31 -0.13
H 5.8886 2.1758 -3.1773 0.24 -0.21 -0.08
H 6.9327 2.4131 -1.7871 -0.32 -0.05 0.60
H 5.6751 -1.6426 -3.4287 -0.45 0.29 -0.42
H 5.6310 -1.7516 -1.7486 -0.09 0.51 0.46
H 3.0015 -1.7755 -1.8433 0.21 0.16 0.18
H 3.1925 -2.0939 -3.5285 0.04 -0.22 -0.08
H 3.8274 -3.2381 -2.2983 0.19 -0.05 -0.23
H 5.6975 0.4712 1.7413 0.61 0.39 -0.11
H 4.9489 -0.8462 1.1250 0.23 -0.69 -0.69
H 7.3512 -1.6434 0.1926 -0.09 -0.19 0.01
H 8.1196 -0.3581 1.0617 -0.35 0.39 0.18
H 7.2439 -1.6235 1.9604 0.12 0.01 0.02
```
Positions in Å, forces in eV/Å.

Output
- gap between HOMO and LUMO (eV) = 3.00
- total charge = -1
- 2S+1 = 1

---

Formula: C13H22O2
Source: the OMol25 dataset
Level of theory: ωB97M-V with the def2-TZVPD basis set

Structure (XYZ):
```
37
Properties=species:S:1:pos:R:3:forces:R:3
C -3.0884 2.8308 -1.3838 1.20 -1.66 0.20
C -2.5393 1.8537 -2.1518 -1.11 0.82 2.63
C -1.1547 1.2869 -1.8209 0.59 2.69 1.19
C -0.2677 2.5599 -1.5923 -0.60 1.12 2.10
O -0.6373 0.7781 -2.9769 -1.76 -3.50 -1.69
O -1.1161 0.4390 -0.5844 -0.69 1.99 -2.40
C -0.2076 -0.6484 -0.5838 -1.14 1.22 0.13
C 1.2749 -0.3388 -0.6868 0.53 -1.95 -1.78
C 1.7870 -1.2173 0.4535 1.46 1.09 2.01
C 1.4576 -2.7737 0.3879 2.36 1.79 0.45
C -0.0080 -2.7958 0.5826 -0.22 1.23 2.31
C -0.3420 -1.2044 0.8102 -0.98 -2.51 0.20
C 0.8389 -0.6551 1.5875 0.98 0.35 -1.83
C 1.0060 -1.2115 2.9284 -4.33 -0.91 0.20
C 1.0385 0.8794 1.9040 1.06 0.14 -2.60
H -4.0395 3.2026 -1.5722 -1.70 0.47 -0.83
H -2.7574 3.2249 -0.4063 0.67 -0.42 -0.87
H -3.1636 1.4346 -2.9573 0.66 0.17 0.15
H -0.5514 3.0618 -0.6185 -0.09 -0.71 -0.87
H 0.7859 2.3774 -1.4002 0.12 -0.38 -0.69
H -0.4339 3.3754 -2.3258 0.26 -0.95 0.02
H -1.3761 0.1652 -3.3667 2.20 1.46 0.78
H -0.5568 -1.3197 -1.3489 0.13 -0.63 -0.32
H 1.6757 -0.7432 -1.6532 -0.24 0.83 0.54
H 1.5041 0.7259 -0.5600 0.10 -0.64 -0.04
H 2.8095 -0.9067 0.6686 0.42 -0.63 0.01
H 2.0186 -3.4225 1.1218 -0.38 1.09 -0.60
H 1.7155 -3.1253 -0.5717 0.54 -0.52 -1.26
H -0.4431 -3.2589 -0.2579 -1.21 -0.08 -0.93
H -0.1328 -3.4699 1.4349 -0.95 0.45 0.12
H -1.3019 -1.0547 1.2654 -0.67 0.13 -0.02
H 1.8780 -0.8858 3.3111 2.98 0.68 1.75
H 0.8286 -2.2624 2.9744 0.43 -0.90 0.17
H 0.1349 -0.7623 3.4801 0.94 -0.48 0.19
H 0.4235 1.1780 2.7096 -0.29 0.14 1.24
H 0.7967 1.6307 1.1295 -0.10 -0.70 -0.06
H 2.1436 1.0521 2.0697 -1.17 -0.27 0.36
```
Positions in Å, forces in eV/Å.

Output
- gap between HOMO and LUMO (eV) = 10.24
- total charge = 0
- 2S+1 = 1

---

Going through the records in order, we get energy relative to the best compared isomer or geometry (same formula, charge and spin) values of 0.0; 63.1; 132.1; 236.1 kJ/mol.